# 1
The following is a quantum chemistry calculation of a 8-piece molecular cluster, C45H60F21NO17 overall in a non-equilibrium geometry, from the OMol25 dataset.

Positions of all 144 atoms, in Å:
C1 0.103 1.371 -2.210
C2 -1.396 1.369 -1.469
C3 -1.558 -0.137 -0.816
C4 -2.535 -0.033 0.497
C5 -2.077 -1.248 -1.947
O1 -3.349 -0.875 -2.586
C6 -3.145 -0.584 -4.044
C7 -3.623 -1.942 -4.838
C8 -2.712 -2.334 -6.145
C9 -2.421 -1.332 -7.439
C10 -1.519 -1.796 -8.767
C11 -0.863 -3.321 -8.880
C12 -1.132 -4.314 -7.593
C13 -2.031 -3.856 -6.263
C14 -2.186 -5.017 -5.088
C15 -4.142 0.725 -4.345
N1 -4.579 0.823 -5.790
C16 -3.969 1.999 -6.243
O2 -3.215 3.032 -6.696
O3 -5.374 0.445 -3.535
C17 -5.997 1.698 -3.081
H1 0.830 0.874 -1.408
H2 0.099 0.662 -3.141
H3 0.371 2.487 -2.437
H4 -1.423 2.133 -0.556
H5 -2.266 1.666 -2.210
H6 -0.507 -0.549 -0.438
H7 -3.687 0.047 0.244
H8 -2.342 -0.905 1.279
H9 -2.270 0.968 1.082
H10 -1.219 -1.542 -2.689
H11 -2.304 -2.233 -1.312
H12 -2.040 -0.257 -4.247
H13 -4.777 -1.840 -5.118
H14 -3.573 -2.824 -4.041
H15 -2.845 -0.242 -7.472
H16 -1.330 -1.072 -9.693
H17 -0.239 -3.705 -9.801
H18 -0.641 -5.399 -7.636
H19 -1.258 -5.746 -5.220
H20 -2.127 -4.537 -4.022
H21 -3.220 -5.557 -5.312
H22 -3.609 1.726 -3.973
H23 -6.661 1.410 -2.132
H24 -5.242 2.543 -2.781
H25 -6.750 2.024 -3.946
C18 -3.699 -3.801 4.514
C19 -3.393 -2.692 5.505
O4 -2.020 -2.746 5.920
C20 -1.105 -2.207 5.052
O5 -1.403 -1.701 3.972
C21 0.304 -2.287 5.634
F1 0.587 -3.513 6.162
F2 0.495 -1.387 6.641
F3 1.277 -2.039 4.713
H26 -3.428 -4.775 4.933
H27 -4.762 -3.807 4.256
H28 -3.121 -3.679 3.593
H29 -4.002 -2.827 6.404
H30 -3.637 -1.704 5.096
C22 0.386 -0.193 -15.604
C23 -0.453 -0.077 -14.343
O6 -0.887 -1.372 -13.902
C24 0.033 -2.113 -13.207
O7 1.175 -1.730 -12.961
C25 -0.571 -3.441 -12.758
F4 -1.262 -4.069 -13.753
F5 -1.450 -3.281 -11.728
F6 0.363 -4.334 -12.326
H31 -0.164 -0.735 -16.381
H32 0.653 0.798 -15.983
H33 1.307 -0.751 -15.417
H34 -1.354 0.507 -14.556
H35 0.088 0.446 -13.544
C26 1.992 4.969 2.913
C27 2.648 5.045 1.545
O8 3.297 3.806 1.224
C28 2.485 2.800 0.766
O9 1.268 2.912 0.629
C29 3.305 1.560 0.418
F7 4.215 1.242 1.384
F8 4.016 1.723 -0.734
F9 2.539 0.447 0.239
H36 2.724 4.672 3.672
H37 1.564 5.936 3.191
H38 1.195 4.221 2.929
H39 3.423 5.818 1.554
H40 1.927 5.321 0.766
C30 8.225 7.073 3.265
C31 7.692 7.959 2.152
O10 6.266 8.091 2.248
C32 5.805 8.994 3.171
O11 6.536 9.666 3.895
C33 4.280 9.070 3.137
F10 3.691 7.840 3.113
F11 3.825 9.730 2.033
F12 3.753 9.720 4.212
H41 7.715 6.105 3.261
H42 9.300 6.910 3.147
H43 8.049 7.523 4.246
H44 7.904 7.495 1.183
H45 8.175 8.943 2.151
C34 -2.226 2.963 6.238
C35 -1.920 4.073 7.230
O12 -0.547 4.018 7.644
C36 0.368 4.557 6.777
O13 0.070 5.063 5.696
C37 1.777 4.477 7.359
F13 2.060 3.252 7.887
F14 1.968 5.378 8.365
F15 2.750 4.725 6.437
H46 -1.955 1.989 6.658
H47 -3.289 2.958 5.981
H48 -1.648 3.085 5.318
H49 -2.529 3.937 8.129
H50 -2.164 5.060 6.820
C38 -5.424 -10.746 5.443
C39 -4.240 -10.342 4.580
O14 -4.041 -8.921 4.626
C40 -3.386 -8.439 5.729
O15 -2.982 -9.147 6.649
C41 -3.199 -6.927 5.628
F16 -4.335 -6.280 5.239
F17 -2.240 -6.589 4.718
F18 -2.823 -6.355 6.806
H51 -6.319 -10.189 5.149
H52 -5.623 -11.817 5.349
H53 -5.240 -10.520 6.497
H54 -4.444 -10.602 3.537
H55 -3.326 -10.873 4.873
C42 4.394 -0.994 4.595
C43 4.759 -0.396 5.942
O16 6.178 -0.198 6.041
C44 6.675 0.920 5.424
O17 5.982 1.727 4.808
C45 8.181 1.035 5.646
F19 8.836 -0.143 5.436
F20 8.483 1.415 6.921
F21 8.774 1.949 4.827
H56 4.957 -1.916 4.419
H57 3.324 -1.216 4.548
H58 4.641 -0.309 3.778
H59 4.479 -1.093 6.739
H60 4.221 0.541 6.129

## Properties
LUMO energy: 0.07 eV
Kohn-Sham gap: 8.08 eV
Structure (SMILES): CC[C@@H](C)CO[C@@H](Cc1ccccc1C)[C@@H](N=C=O)OC.CCOC(=O)C(F)(F)F.CCOC(=O)C(F)(F)F.CCOC(=O)C(F)(F)F.CCOC(=O)C(F)(F)F.CCOC(=O)C(F)(F)F.CCOC(=O)C(F)(F)F.CCOC(=O)C(F)(F)F
E_tot: -140987.549 eV



# 2
The following is a quantum chemistry calculation of C45H61BN4O4ReS3Se as an isolated structure in a non-equilibrium geometry, from the OMol25 dataset.

Positions of all 120 atoms, in Å:
Re1 0.235 -0.187 1.507
C1 0.828 -6.313 -3.651
C2 0.599 -4.812 -3.841
C3 -0.713 -4.604 -4.612
C4 1.763 -4.249 -4.669
C5 0.487 -4.079 -2.505
C6 0.655 -2.699 -2.446
C7 0.481 -2.025 -1.253
Se1 0.908 -0.148 -1.164
C8 -0.748 0.716 -1.596
C9 -1.042 0.988 -2.921
C10 -2.092 1.831 -3.233
C11 -2.795 2.399 -2.169
C12 -2.527 2.147 -0.831
C13 -1.482 1.251 -0.547
O1 -1.201 0.909 0.735
C14 -3.314 2.826 0.291
C15 -4.355 3.808 -0.254
C16 -4.061 1.769 1.119
C17 -2.361 3.635 1.184
C18 -2.422 2.243 -4.665
C19 -1.668 1.394 -5.689
C20 -2.015 3.712 -4.848
C21 -3.926 2.089 -4.929
C22 0.139 -2.705 -0.084
O2 -0.105 -2.003 1.059
C23 0.010 -4.099 -0.093
C24 0.181 -4.739 -1.318
C25 -0.270 -4.880 1.194
C26 -0.327 -6.390 0.945
C27 0.862 -4.623 2.202
C28 -1.623 -4.465 1.793
H1 0.977 -6.783 -4.625
H2 1.712 -6.509 -3.041
H3 -0.028 -6.802 -3.185
H4 -0.670 -5.110 -5.579
H5 -1.560 -5.004 -4.052
H6 -0.896 -3.543 -4.789
H7 1.930 -4.876 -5.546
H8 1.559 -3.240 -5.028
H9 2.686 -4.223 -4.087
H10 0.928 -2.135 -3.327
H11 -0.403 0.578 -3.692
H12 -3.577 3.105 -2.406
H13 -5.100 3.311 -0.879
H14 -4.882 4.264 0.586
H15 -3.891 4.612 -0.827
H16 -4.796 1.249 0.500
H17 -3.382 1.029 1.539
H18 -4.593 2.254 1.940
H19 -1.881 4.427 0.604
H20 -2.929 4.106 1.990
H21 -1.581 3.011 1.619
H22 -0.590 1.554 -5.630
H23 -1.869 0.329 -5.553
H24 -1.985 1.671 -6.695
H25 -0.948 3.842 -4.661
H26 -2.234 4.043 -5.867
H27 -2.555 4.361 -4.157
H28 -4.255 1.067 -4.733
H29 -4.520 2.762 -4.309
H30 -4.145 2.326 -5.972
H31 0.078 -5.812 -1.344
H32 0.618 -6.776 0.558
H33 -0.529 -6.895 1.891
H34 -1.125 -6.660 0.251
H35 1.818 -4.957 1.790
H36 0.949 -3.568 2.457
H37 0.674 -5.183 3.120
H38 -2.430 -4.668 1.086
H39 -1.815 -5.043 2.699
H40 -1.650 -3.409 2.049
S1 -1.761 7.867 -0.567
C29 -0.692 6.599 -0.467
S2 -0.376 5.474 -1.749
C30 0.696 4.529 -0.721
N1 0.810 5.040 0.468
N2 0.052 6.200 0.587
C31 0.054 6.807 1.872
C32 0.253 8.172 2.017
C33 0.267 8.724 3.289
C34 0.085 7.926 4.409
C35 -0.112 6.560 4.253
C36 -0.126 5.998 2.986
S3 1.402 3.096 -1.320
H41 0.386 8.790 1.143
H42 0.419 9.790 3.403
H43 0.089 8.366 5.398
H44 -0.280 5.936 5.123
H45 -0.288 4.940 2.835
C37 4.533 -2.249 3.675
C38 4.435 -1.068 2.719
C39 5.467 -0.017 3.088
O3 3.125 -0.475 2.926
B1 2.351 -0.707 1.827
O4 3.027 -1.353 0.827
C40 4.422 -1.476 1.194
C41 4.843 -2.908 0.912
C42 5.192 -0.523 0.290
H46 4.449 -1.881 4.697
H47 5.487 -2.766 3.571
H48 3.725 -2.961 3.506
H49 5.326 0.262 4.132
H50 5.364 0.880 2.480
H51 6.479 -0.407 2.972
H52 4.252 -3.624 1.480
H53 5.899 -3.059 1.142
H54 4.691 -3.112 -0.148
H55 4.805 0.494 0.367
H56 5.072 -0.846 -0.744
H57 6.255 -0.515 0.529
N3 1.076 2.855 4.360
C43 1.878 3.320 3.342
C44 1.689 2.480 2.299
N4 0.765 1.521 2.673
C45 0.422 1.774 3.925
H58 0.959 3.284 5.262
H59 2.452 4.223 3.428
H60 2.058 2.548 1.285
H61 -0.284 1.214 4.514

## Properties
LUMO energy (spin up / spin down): -1.79 / -1.15 eV
Kohn-Sham gap (spin up / spin down): 4.79 / 5.43 eV
Relative energy (zero: lowest compared OMol25 entry of this formula, charge and spin): 3.160 eV
2S+1: 4
Expectation value of S²: 3.78
E_tot: -162466.609 eV



# 3
The following is a quantum chemistry calculation of C45H62AsN7O2P3S4Ti as an isolated structure in a non-equilibrium geometry, from the OMol25 dataset.

Positions of all 125 atoms, in Å:
Ti1 0.633 -0.338 -0.372
C1 -1.779 5.099 2.538
P1 -1.320 3.334 2.178
C2 -1.389 2.695 3.908
C3 -2.943 2.743 1.530
C4 -4.103 2.777 2.307
C5 -5.302 2.276 1.830
C6 -5.354 1.715 0.562
C7 -4.215 1.677 -0.225
C8 -2.998 2.191 0.232
P2 -1.437 2.082 -0.766
C9 -1.405 3.904 -1.258
C10 -2.080 1.572 -2.419
H1 -2.672 5.175 3.164
H2 -1.958 5.628 1.599
H3 -0.938 5.576 3.047
H4 -2.255 3.064 4.461
H5 -0.478 2.993 4.429
H6 -1.415 1.603 3.873
H7 -4.070 3.197 3.307
H8 -6.191 2.308 2.452
H9 -6.280 1.291 0.190
H10 -4.265 1.215 -1.204
H11 -2.417 4.311 -1.304
H12 -0.954 3.987 -2.249
H13 -0.810 4.490 -0.552
H14 -2.776 2.311 -2.828
H15 -2.570 0.607 -2.381
H16 -1.218 1.481 -3.084
S1 -1.995 -4.271 -0.805
As1 -2.758 -2.390 -1.390
S2 -1.719 -0.845 -0.121
S3 -1.813 -2.077 -3.619
S4 -3.222 -1.179 -4.661
C11 3.366 -2.633 1.762
C12 2.479 -2.301 0.596
O1 2.214 -1.062 0.420
C13 2.059 -3.313 -0.334
C14 2.534 -4.635 -0.247
C15 2.260 -5.561 -1.229
C16 1.520 -5.178 -2.349
C17 1.008 -3.900 -2.442
C18 1.219 -2.966 -1.426
O2 0.675 -1.757 -1.504
H17 3.488 -1.739 2.372
H18 4.353 -2.975 1.422
H19 2.929 -3.423 2.376
H20 3.142 -4.916 0.604
H21 2.613 -6.581 -1.130
H22 1.319 -5.893 -3.139
H23 0.403 -3.609 -3.290
N1 1.320 1.196 -1.266
P3 2.521 1.344 -2.221
N2 2.769 0.238 -3.484
C19 1.510 -0.194 -4.142
C20 1.822 -0.797 -5.506
C21 2.795 -1.969 -5.349
C22 4.033 -1.535 -4.563
C23 3.617 -0.935 -3.224
N3 2.537 2.805 -3.112
C24 2.222 3.951 -2.244
C25 2.790 5.235 -2.841
C26 2.242 5.439 -4.254
C27 2.524 4.200 -5.103
C28 1.955 2.950 -4.435
N4 4.036 1.470 -1.521
C29 5.176 1.997 -2.268
C30 6.476 1.788 -1.488
C31 6.505 0.409 -0.831
C32 5.337 0.252 0.167
C33 4.244 1.291 -0.089
H24 0.845 0.663 -4.244
H25 0.983 -0.928 -3.533
H26 2.270 -0.033 -6.153
H27 0.888 -1.137 -5.961
H28 3.085 -2.357 -6.330
H29 2.294 -2.774 -4.802
H30 4.584 -0.775 -5.129
H31 4.696 -2.389 -4.393
H32 4.485 -0.624 -2.648
H33 3.082 -1.694 -2.641
H34 2.657 3.757 -1.261
H35 1.142 4.057 -2.104
H36 3.881 5.159 -2.882
H37 2.532 6.083 -2.200
H38 2.685 6.327 -4.715
H39 1.158 5.598 -4.199
H40 3.607 4.073 -5.212
H41 2.088 4.312 -6.100
H42 2.217 2.076 -5.028
H43 0.856 3.037 -4.396
H44 5.045 3.063 -2.483
H45 5.231 1.485 -3.235
H46 6.578 2.556 -0.717
H47 7.317 1.906 -2.175
H48 7.461 0.256 -0.326
H49 6.435 -0.348 -1.617
H50 5.689 0.360 1.196
H51 4.900 -0.744 0.071
H52 4.509 2.245 0.386
H53 3.314 0.952 0.347
N5 1.059 -0.928 6.621
C34 1.561 -0.653 7.874
C35 1.264 -1.142 9.134
C36 1.987 -0.623 10.211
C37 2.969 0.345 10.009
C38 3.260 0.838 8.738
C39 2.543 0.342 7.650
N6 2.609 0.667 6.319
C40 1.701 -0.095 5.704
C41 1.360 -0.080 4.332
C42 1.838 0.943 3.450
C43 1.386 1.033 2.178
N7 0.488 0.137 1.609
C44 0.070 -0.885 2.440
C45 0.457 -1.011 3.741
H54 0.294 -1.536 6.401
H55 0.498 -1.895 9.284
H56 1.781 -0.976 11.215
H57 3.519 0.722 10.864
H58 4.021 1.594 8.586
H59 2.531 1.678 3.841
H60 1.696 1.844 1.532
H61 -0.616 -1.596 2.009
H62 0.050 -1.843 4.306

## Properties
LUMO energy (spin up / spin down): 3.80 / 3.68 eV
Kohn-Sham gap (spin up / spin down): 3.68 / 3.57 eV
Relative energy (zero: lowest compared OMol25 entry of this formula, charge and spin): 2.601 eV
2S+1: 2
Expectation value of S²: 0.76
E_tot: -217365.840 eV
Total charge: -2